Entry from the OMol25 dataset: a 2-piece molecular cluster, C4H12O overall (wB97M-V/def2-TZVPD).

The calculation puts the LUMO energy at 0.877 eV. Its maximum force is 2.7 eV/A. The HOMO-LUMO gap is 11.12 eV. Its charge is 0. For the energy above the lowest of the compared OMol25 structures with the same formula, charge and spin, the calculation gives 91.0 kJ/mol.

Bonds (Å) are listed after each position.
Positions of all 17 atoms, in Å:
1 C -1.4010 -0.6468 1.4508  C2 1.491, H4 1.094, H5 1.091, H6 1.086
2 C -1.2408 0.4266 2.4732  C1 1.491, O3 1.429, H7 1.100, H8 1.093
3 O 0.1096 0.6071 2.9043  C2 1.429, H9 0.958
4 H -2.4897 -0.7323 1.3856  C1 1.094
5 H -0.9446 -1.5517 1.8546  C1 1.091
6 H -0.9868 -0.4243 0.4721  C1 1.086
7 H -1.5842 1.4055 2.1085  C2 1.100
8 H -1.7380 0.1544 3.4081  C2 1.093
9 H 0.6219 1.3337 2.5485  O3 0.958
10 C 0.5044 -0.1454 -2.1198  C11 1.539, H12 1.097, H13 1.086, H14 1.093
11 C 1.9635 0.0650 -2.5609  C10 1.539, H15 1.086, H16 1.101, H17 1.078
12 H -0.0285 -0.6275 -2.9486  C10 1.097
13 H 0.2698 -0.7357 -1.2394  C10 1.086
14 H -0.0404 0.7893 -1.9625  C10 1.093
15 H 2.1644 -0.7125 -3.2916  C11 1.086
16 H 2.5812 -0.2933 -1.7233  C11 1.101
17 H 2.2393 1.0880 -2.7596  C11 1.078

Charges per atom according to Löwdin partitioning, unit e: number 1, C, carries -0.09; number 2, C, carries -0.33; number 3, O, carries -0.09; number 4, H, carries 0.08; number 5, H, carries 0.08; number 6, H, carries 0.05; number 7, H, carries 0.11; number 8, H, carries 0.11; number 9, H, carries 0.07; number 10, C, carries -0.18; number 11, C, carries -0.16; number 12, H, carries 0.06; number 13, H, carries 0.04; number 14, H, carries 0.06; number 15, H, carries 0.06; number 16, H, carries 0.06; number 17, H, carries 0.06